52
Properties=species:S:1:pos:R:3:forces:R:3 method="wB97M-V/def2-TZVPD" charge=-1 mol_weight_g_mol=502.2 homo_ha=-0.14179 de_lowest_kj_mol=0.0 energy_ha=-3693.8881
C -1.281945 -0.927382 -4.133965 -1.219 0.224 1.366
C -1.311135 -1.938718 -3.104680 -0.872 1.102 -0.245
C -2.020450 -1.386592 -1.951449 -0.015 0.043 -0.901
H -0.840172 -2.932156 -3.140896 -0.312 0.735 0.052
C -2.409386 -0.014984 -2.282700 0.198 -0.329 -0.816
C -1.964647 0.256263 -3.633312 0.226 -1.367 0.270
H -2.063346 1.222170 -4.141383 0.084 -0.559 0.243
H -0.777354 -1.024379 -5.096831 -0.216 0.108 0.441
H -2.211942 -1.899499 -0.993792 0.170 0.374 -0.870
H -3.006614 0.655862 -1.638546 0.486 -0.549 -0.619
In -0.037138 -0.201068 -1.780034 1.135 0.551 1.600
Br 0.867854 -2.284673 -0.605405 0.255 -1.144 0.303
C 1.993704 1.055236 -1.882425 0.047 -0.225 -0.927
C 1.151176 1.844670 -2.775608 0.196 -0.934 -0.207
C 1.033823 1.119493 -4.013037 1.128 -1.007 0.888
H 0.711061 2.825725 -2.514692 0.360 -0.775 -0.307
C 1.764697 -0.140400 -3.886770 -0.019 1.660 0.873
C 2.372404 -0.168144 -2.576324 -0.452 1.168 -0.862
H 2.995127 -0.970239 -2.162668 -0.467 0.488 -0.276
H 2.298890 1.349757 -0.872270 -0.357 -0.207 -0.871
H 0.438299 1.424133 -4.864971 0.066 -0.093 0.136
H 1.790358 -0.966016 -4.603839 -0.010 0.475 0.256
C 3.441212 -0.054411 0.791045 0.200 -0.064 -0.570
C 2.772993 -0.357199 2.095064 -0.210 -0.539 0.487
C 3.512679 0.444754 3.159479 0.421 0.474 0.451
C 1.260711 -0.269556 2.295853 -2.405 0.503 -0.336
C 0.881037 -0.711437 3.566702 -0.664 0.676 -1.218
C -0.408679 -0.697575 4.049517 -0.610 0.028 0.062
C -1.470280 -0.281652 3.250268 1.576 -0.208 -0.378
C -1.227747 0.099934 1.950019 0.560 0.232 -0.099
C -2.456904 0.510795 1.119529 0.378 -0.664 1.311
C -3.466022 -0.639159 1.120156 -0.508 -0.440 -0.238
C -3.123304 1.745351 1.697752 -0.334 0.996 0.197
C 0.130718 0.172697 1.422676 -0.146 -1.441 3.990
O 0.281023 0.657414 0.287107 0.671 1.461 -3.861
H 3.440472 1.019584 0.598746 0.004 -0.031 -0.119
H 2.980823 -0.604339 -0.025561 -0.008 0.197 -0.025
H 4.493683 -0.373679 0.857536 -0.228 0.117 -0.038
H 2.969244 -1.418245 2.293331 0.142 -0.029 0.001
H 3.331898 1.520401 3.007339 -0.032 -0.221 0.082
H 3.238836 0.198353 4.195207 0.045 0.097 -0.371
H 4.599375 0.291333 3.052564 -0.251 -0.007 0.073
H 1.661019 -1.037017 4.190078 0.782 -0.559 0.940
H -0.607794 -1.010414 5.051567 -0.025 -0.219 0.569
H -2.466839 -0.257701 3.610301 -0.763 -0.091 0.518
H -2.145146 0.735642 0.121798 0.241 0.069 -0.469
H -3.921548 -0.795285 2.121485 0.312 0.167 -0.530
H -4.293878 -0.444341 0.414099 0.214 -0.034 0.217
H -2.999254 -1.591443 0.826539 -0.126 0.306 0.184
H -2.420627 2.597854 1.712158 -0.246 -0.313 0.027
H -3.995505 2.051468 1.081553 0.332 -0.164 0.293
H -3.485444 1.598806 2.741703 0.268 -0.041 -0.678



12
Properties=species:S:1:pos:R:3:forces:R:3 method="wB97M-V/def2-TZVPD" charge=+2 mol_weight_g_mol=99.1 homo_ha="-0.78344 / -0.78344" smiles="CC1=N[NH+]=C[N+]1=O" de_lowest_kj_mol=385.2 energy_ha=-355.8295
C -1.943357 -0.137189 -0.017592 1.179 2.558 0.761
C 0.602405 -0.097087 -0.076741 -4.036 -2.232 -0.344
C 1.949672 0.325125 -0.116826 0.647 -0.375 3.413
N -0.069965 -1.178145 -0.310680 5.813 0.348 0.155
N -1.373167 -1.240751 -0.084587 -2.185 -0.547 -0.800
N -0.691126 0.949013 0.139773 0.573 0.744 0.019
O -0.683957 2.116858 0.198986 -0.804 -2.562 -0.208
H -2.912333 0.251212 0.067327 -1.635 0.192 0.141
H 2.358819 0.233256 0.987205 -0.766 -0.829 -1.167
H 2.040649 1.387445 0.058630 0.400 0.818 -1.744
H 2.550369 -0.405676 -0.660503 0.350 0.757 -0.577
H -1.828009 -2.204065 -0.184988 0.464 1.127 0.349



10
Properties=species:S:1:pos:R:3:forces:R:3 method="wB97M-V/def2-TZVPD" charge=0 mol_weight_g_mol=224.4 homo_ha="-0.34287 / -0.29702" de_lowest_kj_mol=363.0 energy_ha=-3515.7013
C -1.043211 0.035646 0.814320 -1.220 3.680 0.769
C 1.532592 1.928728 -0.268094 0.804 0.306 -1.374
N 1.732106 0.909444 0.568080 -1.527 -0.548 1.711
O 1.779021 -0.276593 0.165147 0.745 0.501 0.458
O 1.544611 1.265989 1.818562 1.659 -0.625 -1.279
F 1.985138 1.783133 -1.522122 -0.789 0.751 1.599
F 1.443590 3.133445 0.233275 0.202 -0.206 -1.057
Cl -0.522026 0.405560 2.284582 -0.427 -0.299 0.921
Br -1.893371 1.279407 -0.250866 -0.432 0.423 -0.164
H -0.892005 -0.818349 0.346896 0.984 -3.984 -1.584



35
Properties=species:S:1:pos:R:3:forces:R:3 method="wB97M-V/def2-TZVPD" charge=+2 mol_weight_g_mol=473.2 homo_ha="-0.62443 / -0.62482" de_lowest_kj_mol=5.8 energy_ha=-2125.2689 spin_multiplicity=2
Mo -0.871211 -0.978442 -0.454313 1.090 0.852 -0.419
N -1.317614 -3.034977 0.246805 -0.106 -0.013 0.189
C -0.970723 -3.231232 1.670764 -0.009 0.021 -0.140
C -1.284255 -1.934146 2.357221 -0.096 0.429 -0.078
O -1.393440 -1.730872 3.518255 0.017 -0.099 -0.007
N -1.392057 -0.842398 1.385493 -0.237 -0.309 -0.033
C -1.698205 0.462116 1.977733 0.021 -0.022 0.008
C -1.198674 1.502601 1.011110 0.133 -0.189 -0.379
O -0.928819 2.633618 1.210069 0.020 0.008 -0.024
O -1.051864 0.903263 -0.239412 -0.602 -0.266 0.262
H -2.317143 -3.212294 0.132005 -0.020 -0.048 -0.109
H -0.841266 -3.706801 -0.352500 0.087 0.032 -0.083
H 0.099494 -3.424509 1.760339 0.015 -0.008 0.008
H -1.509800 -4.055955 2.131482 -0.052 0.005 0.020
H -1.252041 0.567224 2.964525 0.028 0.011 0.025
H -2.781202 0.564655 2.090920 -0.028 0.037 0.072
S 1.420541 -0.694865 -0.067137 0.464 -0.188 0.036
C 1.805320 1.039763 0.087537 -0.442 -0.560 0.081
N 1.828299 1.887684 -0.903148 0.013 0.188 -0.011
C 2.294142 3.221176 -0.452906 -0.003 -0.075 0.027
C 2.453888 3.017491 1.076009 0.020 -0.154 -0.110
N 2.186676 1.565378 1.224939 0.008 0.262 0.075
H 1.589954 1.641484 -1.851112 -0.004 0.035 -0.032
H 1.554863 3.979002 -0.695453 -0.044 -0.012 0.003
H 3.232555 3.461766 -0.946201 0.029 -0.004 0.001
H 1.717286 3.574180 1.646148 -0.066 0.055 0.034
H 3.450914 3.257938 1.432592 0.030 -0.018 -0.006
H 2.225104 1.054846 2.092909 0.047 0.021 0.007
F -0.208761 -2.184386 -1.851374 -0.180 0.144 0.318
P -0.773770 -0.958316 -3.711438 0.200 0.086 -0.218
F -2.092463 -0.959144 -2.750728 -0.161 -0.031 0.275
F 0.712917 -1.205490 -4.059361 -0.082 0.011 0.066
F -1.224852 -0.017852 -4.813125 -0.123 0.013 0.166
F -0.263672 0.176557 -2.629640 0.095 -0.174 -0.008
F -1.200124 -2.339053 -4.239007 -0.060 -0.039 -0.014